No. 1
Molecular formula: H6KN2O9
Method: DFT, ωB97M-V with the def2-TZVPD basis set

## Properties
LUMO   1.92 eV
Total charge   -1
DFT total energy   -1389.914070 Eh
Energy above the lowest of the compared OMol25 structures with the same formula, charge and spin   0.000 eV
Highest occupied orbital energy   -4.55 eV

Last column: Löwdin charge in e.
Element x y z (Å)
K -0.8530 0.5405 0.2613  1.111
N 1.8340 1.7621 0.1441  -0.666
O 2.2569 2.8942 0.3294  -0.054
O 0.7914 1.6018 -0.4686  -0.254
O 2.4178 0.7966 0.5581  0.004
N -1.6016 -2.1267 -1.2163  -0.535
O -1.1507 -2.6405 -2.2187  0.050
O -1.2328 -0.9691 -0.9453  -0.316
O -2.5211 -2.6854 -0.5651  -0.018
O 0.5925 -1.4424 0.9435  -0.060
H 0.8471 -1.6277 1.8474  0.054
H -0.3552 -1.3139 0.9826  -0.023
O -0.6898 1.7300 1.9253  -0.189
H -1.3964 2.0738 2.4719  0.060
H -0.0281 2.4216 1.9255  0.062
O 0.6601 -0.1706 -1.8017  -0.083
H -0.1593 -0.5006 -1.4331  -0.181
H 0.5880 -0.3437 -2.7403  0.037

No. 2
Molecular formula: H6MgO11S2
Method: DFT, ωB97M-V with the def2-TZVPD basis set

## Properties
LUMO   3.42 eV
Total charge   -2
DFT total energy   -1827.815905 Eh
Energy above the lowest of the compared OMol25 structures with the same formula, charge and spin   3.925 eV
Highest occupied orbital energy   0.50 eV

Last column: Löwdin charge in e.
Element x y z (Å)
Mg -0.3620 -0.2757 -0.1307  0.403
S 2.2463 1.6039 0.0951  0.108
O 1.8622 2.2276 1.3390  -0.380
O 3.4974 0.9015 0.2264  -0.431
O 1.2195 0.6351 -0.2218  -0.414
O 2.3086 2.6431 -0.8993  -0.426
S -1.1585 0.9744 1.8752  0.162
O -2.4740 0.8829 2.5278  -0.437
O -0.3895 1.9255 2.6500  -0.343
O -0.5654 -0.3467 1.7541  -0.379
O -1.2838 1.2603 0.4931  -0.352
O 0.8298 -1.9950 -0.1554  -0.012
H 0.6137 -2.9256 -0.2149  0.067
H 1.7678 -1.9541 -0.3418  0.087
O -0.4169 -0.2312 -2.1353  0.005
H -0.1190 0.3897 -2.8002  0.106
H -0.6712 -1.0097 -2.6308  0.067
O -1.9690 -1.4062 -0.3523  -0.002
H -2.2438 -1.5597 -1.2563  0.066
H -2.6923 -1.7401 0.1783  0.104

No. 3
Molecular formula: H6N2
Method: DFT, ωB97M-V with the def2-TZVPD basis set

## Properties
LUMO   1.15 eV
Total charge   0
DFT total energy   -113.099845 Eh
SMILES   N.N
Energy above the lowest of the compared OMol25 structures with the same formula, charge and spin   0.119 eV
Highest occupied orbital energy   -10.15 eV

Last column: Löwdin charge in e.
Element x y z (Å)
N 0.4157 0.4358 -3.4669  -0.015
H 1.0151 -0.3546 -3.2090  0.004
H 0.6930 1.2256 -2.8753  0.005
H 0.6538 0.6880 -4.4314  0.005
N -0.9113 -0.3106 3.4998  -0.015
H -0.0542 0.0845 3.8997  0.004
H -0.6840 -0.6120 2.5468  0.005
H -1.1280 -1.1567 4.0362  0.005

No. 4
Molecular formula: H6N2Si
Method: DFT, ωB97M-V with the def2-TZVPD basis set

## Properties
LUMO   -0.68 eV
Total charge   0
DFT total energy   -402.415327 Eh
Energy above the lowest of the compared OMol25 structures with the same formula, charge and spin   3.464 eV
Highest occupied orbital energy   -8.04 eV

Last column: Löwdin charge in e.
Element x y z (Å)
N 0.7836 0.5543 -0.9939  -0.111
N -0.0269 -0.5772 -0.8202  -0.329
Si -0.9374 -0.5315 0.6677  0.739
H 1.0322 0.7899 -0.0890  -0.190
H 0.2284 1.2756 -1.4125  0.058
H 0.4756 -1.3223 -1.2657  0.060
H -0.7871 -1.4290 1.7388  -0.137
H -1.9630 0.4929 0.8127  -0.098
H 1.1946 0.7473 1.3620  0.009

No. 5
Molecular formula: H6N4
Method: DFT, ωB97M-V with the def2-TZVPD basis set

## Properties
LUMO (alpha / beta)   1.06 / 1.06 eV
Total charge   0
DFT total energy   -222.442391 Eh
Energy above the lowest of the compared OMol25 structures with the same formula, charge and spin   2.592 eV
Highest occupied orbital energy (alpha / beta)   -8.23 / -8.23 eV

Last column: Löwdin charge in e.
Element x y z (Å)
N -1.5927 -0.3521 0.1586  -0.049
N 1.8058 -0.4490 0.0607  -0.050
N -0.7513 0.5178 -0.4420  -0.277
N 0.3754 0.9126 0.0885  0.009
H -1.0787 -1.2991 0.4970  0.133
H -2.1443 0.0570 1.0024  0.112
H 1.5355 -1.0773 -0.7942  0.018
H 2.3742 0.3624 -0.2140  -0.027
H -0.7158 0.3500 -1.3939  0.093
H 0.1920 0.9777 1.0370  0.038

No. 6
Molecular formula: H6NP3
Method: DFT, ωB97M-V with the def2-TZVPD basis set

## Properties
LUMO (alpha / beta)   -1.44 / -0.96 eV
Total charge   0
DFT total energy   -1082.179607 Eh
Energy above the lowest of the compared OMol25 structures with the same formula, charge and spin   5.051 eV
Highest occupied orbital energy (alpha / beta)   -8.70 / -8.22 eV

Last column: Löwdin charge in e.
Element x y z (Å)
N -0.1120 -2.2060 0.0399  -0.067
P -1.1775 2.2411 0.1623  0.387
P 1.8373 0.3617 -0.3159  0.380
P -0.2558 0.2567 0.0560  0.129
H -0.9189 -2.7329 0.2955  -0.114
H -2.5277 1.7732 0.0373  -0.158
H -1.3450 2.6776 1.4733  -0.189
H 1.6926 1.0507 -1.6647  -0.110
H 1.6652 -1.0842 -0.6351  -0.165
H -0.4079 0.0819 1.5280  -0.093

No. 7
Molecular formula: H6NP3
Method: DFT, ωB97M-V with the def2-TZVPD basis set

## Properties
LUMO   0.41 eV
Total charge   0
DFT total energy   -1082.318893 Eh
SMILES   N=[PH](P)P
Energy above the lowest of the compared OMol25 structures with the same formula, charge and spin   1.261 eV
Highest occupied orbital energy   -8.66 eV

Last column: Löwdin charge in e.
Element x y z (Å)
N 0.5739 -1.0989 -1.2621  -0.399
P 0.2091 -0.1511 -0.0700  0.087
P -0.8229 -1.3391 1.4943  0.523
P -0.8612 1.8435 -0.2396  0.532
H 0.7436 -0.4531 -2.0764  -0.027
H 1.4009 0.3205 0.4673  -0.075
H -2.1475 -0.7805 1.2266  -0.153
H -0.7953 -2.2541 0.3005  -0.113
H -1.5869 1.0389 -1.1176  -0.174
H -0.1427 2.2797 -1.3120  -0.200

No. 8
Molecular formula: H6NS2
Method: DFT, ωB97M-V with the def2-TZVPD basis set

## Properties
LUMO   -4.15 eV
Total charge   +1
DFT total energy   -854.460512 Eh
Energy above the lowest of the compared OMol25 structures with the same formula, charge and spin   0.153 eV
Highest occupied orbital energy   -13.78 eV

Last column: Löwdin charge in e.
Element x y z (Å)
N -0.9151 1.2131 -0.5388  0.307
H -0.8987 2.1469 -0.1342  0.160
H -1.8759 0.9721 -0.8080  0.167
H -0.4753 0.5232 0.0781  0.010
H -0.3447 1.2686 -1.3835  0.152
S 1.7057 -0.6522 0.2648  0.258
S 0.1556 -2.0482 0.3136  0.293
H 2.7163 -1.4739 0.5751  -0.170
H -0.0679 -1.9494 1.6330  -0.178

No. 9
Molecular formula: H6NaO7S
Method: DFT, ωB97M-V with the def2-TZVPD basis set

## Properties
LUMO   0.43 eV
Total charge   -1
DFT total energy   -1090.709740 Eh
Energy above the lowest of the compared OMol25 structures with the same formula, charge and spin   4.846 eV
Highest occupied orbital energy   -2.02 eV

Last column: Löwdin charge in e.
Element x y z (Å)
Na -9.7387 -13.7011 4.0993  0.744
S -6.5463 -11.2804 7.4624  0.039
O -7.1571 -12.6080 7.6313  -0.452
O -5.2157 -11.4970 6.9328  -0.443
O -7.3917 -10.6116 6.5006  -0.450
O -6.3644 -10.5220 8.6737  -0.433
O -13.7831 -13.6561 2.3354  -0.060
H -13.8318 -14.2676 1.6006  0.026
H -14.6899 -13.5567 2.6253  0.031
O -5.3908 -14.2187 2.8642  -0.066
H -4.9697 -13.7992 2.1139  0.021
H -5.1612 -13.6636 3.6095  0.043
O -10.1250 -18.0198 2.6564  -0.057
H -10.7636 -17.9247 1.9498  0.024
H -9.5375 -18.7138 2.3571  0.032

No. 10
Molecular formula: H6O2Si2
Method: DFT, ωB97M-V with the def2-TZVPD basis set

## Properties
LUMO   0.19 eV
Total charge   0
DFT total energy   -733.013704 Eh
Energy above the lowest of the compared OMol25 structures with the same formula, charge and spin   3.244 eV
Highest occupied orbital energy   -8.24 eV

Last column: Löwdin charge in e.
Element x y z (Å)
O 1.3331 -0.7394 0.8864  -0.252
O 1.5238 1.5683 -0.2669  -0.238
Si -1.7998 0.2087 0.2485  0.527
Si 0.5495 0.2581 -0.0822  0.210
H 1.4045 -1.7145 0.8050  0.080
H 2.2979 1.2419 -0.7900  0.060
H -1.6953 -1.0081 1.1230  -0.102
H -2.2812 1.2984 1.1105  -0.118
H -2.4922 -0.0355 -1.0174  -0.112
H 1.1596 -1.0779 -2.0169  -0.056

No. 11
Molecular formula: H6O3
Method: DFT, ωB97M-V with the def2-TZVPD basis set

## Properties
LUMO (alpha / beta)   4.37 / 4.36 eV
Total charge   -1
DFT total energy   -229.279649 Eh
Energy above the lowest of the compared OMol25 structures with the same formula, charge and spin   0.145 eV
Multiplicity   2
Highest occupied orbital energy (alpha / beta)   0.85 / -6.90 eV
Expectation value of S²   0.75

Last column: Löwdin charge in e.
Element x y z (Å)
O -1.5864 0.4861 1.3804  -0.399
H -1.6207 1.4385 1.4694  -0.086
H -1.1796 0.1837 2.1924  -0.091
O -0.2351 -0.1622 -0.8739  -0.200
H -0.7788 -0.3429 -0.1071  -0.024
H -0.8388 0.2179 -1.5120  0.017
O 2.3232 -0.5903 -1.1548  -0.164
H 1.3679 -0.5314 -1.1635  -0.056
H 2.5484 -0.6993 -0.2308  0.003

No. 12
Molecular formula: H6O3
Method: DFT, ωB97M-V with the def2-TZVPD basis set

## Properties
LUMO   0.68 eV
Total charge   0
DFT total energy   -229.304233 Eh
SMILES   O.O.O
Energy above the lowest of the compared OMol25 structures with the same formula, charge and spin   0.567 eV
Highest occupied orbital energy   -11.43 eV

Last column: Löwdin charge in e.
Element x y z (Å)
O 4.7156 -2.3459 -0.3315  -0.054
H 4.5599 -2.5909 -1.2437  0.028
H 3.8868 -1.9657 -0.0403  0.026
O -3.4843 2.1779 0.0288  -0.051
H -4.3935 2.0624 0.3050  0.031
H -3.4846 3.0010 -0.4597  0.030
O -0.5377 -0.4943 0.6379  -0.055
H 0.0999 0.2179 0.6895  0.027
H -1.3621 -0.0625 0.4141  0.018

No. 13
Molecular formula: H6O3
Method: DFT, ωB97M-V with the def2-TZVPD basis set

## Properties
LUMO   0.54 eV
Total charge   0
DFT total energy   -229.302065 Eh
SMILES   O.O.O
Energy above the lowest of the compared OMol25 structures with the same formula, charge and spin   0.626 eV
Highest occupied orbital energy   -10.66 eV

Last column: Löwdin charge in e.
Element x y z (Å)
O -1.5070 -21.2750 27.6050  -0.054
H -0.8310 -21.1130 26.9300  0.039
H -1.9510 -22.0760 27.4340  -0.050
O -2.9580 -23.7640 27.6190  -0.032
H -3.4690 -24.0720 26.9130  -0.011
H -3.0980 -24.4420 28.3280  0.083
O -5.3610 -24.1320 24.9920  -0.028
H -5.5290 -24.8400 24.3750  0.033
H -6.2820 -23.9950 25.1210  0.019